Record 1
The following is a DFT calculation (wB97M-V/def2-TZVPD) of C6H10N2 as an isolated structure in a non-equilibrium geometry.

The geometry in XYZ format:
```
18
Properties=species:S:1:pos:R:3:lowdin_charge:R:1
C 1.095 1.028 2.319 -0.19
C -0.207 1.237 1.645 -0.37
C -0.294 0.507 0.394 -0.22
C -0.632 0.998 -0.823 -0.15
C -0.304 -1.038 -2.064 -0.22
C 0.456 -1.031 0.409 -0.18
H 1.966 0.931 1.269 0.17
H 0.870 -0.070 2.758 0.09
H 1.590 1.834 3.115 0.12
H -1.204 0.863 2.362 0.18
H -0.157 2.442 1.514 0.15
H -0.879 2.005 -0.799 0.09
H -0.052 -1.700 -3.022 0.13
H 1.389 -2.399 -1.147 0.25
H 0.060 -1.805 1.192 0.12
H 1.517 -1.154 0.428 0.04
N -0.681 0.210 -1.910 0.02
N -0.145 -1.804 -0.797 -0.03
```

Computed properties:
Gap between HOMO and LUMO = 7.64 eV
Multiplicity = 1
Charge = 0



Record 2
The following is a DFT calculation (wB97M-V/def2-TZVPD) of one molecule with the formula C5H7N.

The geometry in XYZ format:
```
13
Properties=species:S:1:pos:R:3:lowdin_charge:R:1
C -1.794 0.208 -0.159 -0.05
N -0.429 0.217 0.332 -0.18
C 0.200 -0.958 0.688 -0.12
C 1.514 -0.885 0.317 -0.10
C 1.706 0.389 -0.304 -0.10
C 0.501 1.032 -0.275 -0.13
H -2.432 -0.390 0.495 0.09
H -1.810 -0.229 -1.165 0.09
H -2.182 1.228 -0.213 0.09
H -0.358 -1.741 1.188 0.11
H 2.258 -1.656 0.466 0.09
H 2.622 0.778 -0.729 0.09
H 0.204 2.007 -0.641 0.11
```

Computed properties:
Gap between HOMO and LUMO = 9.43 eV
Multiplicity = 1
Charge = 0



Record 3
The following is a DFT calculation (wB97M-V/def2-TZVPD) of a 2-piece molecular cluster, CH5NOS2 overall.

The geometry in XYZ format:
```
10
Properties=species:S:1:pos:R:3:lowdin_charge:R:1
N 1.503 0.343 -1.590 0.08
C 1.029 1.478 -0.937 -0.46
O 0.200 2.231 -1.379 0.03
H 1.394 -0.492 -1.023 0.02
H 0.953 0.190 -2.433 0.10
H 1.562 1.700 -0.007 0.11
S -1.603 -0.912 0.472 0.26
S 0.251 -0.834 1.415 0.27
H -2.333 -0.948 1.595 -0.21
H 0.785 -1.761 0.608 -0.20
```

Computed properties:
Gap between HOMO and LUMO = 9.31 eV
Multiplicity = 1
Charge = 0



Record 4
The following is a DFT calculation (wB97M-V/def2-TZVPD) of an isolated ion of composition C9H10IN2O and charge +1 in a non-equilibrium geometry.

The geometry in XYZ format:
```
23
Properties=species:S:1:pos:R:3:lowdin_charge:R:1
C 2.529 0.483 -0.941 0.00
N 1.353 -0.055 -0.413 -0.04
C 1.086 -1.341 -0.247 -0.15
N 1.814 -2.434 -0.527 0.19
C -0.440 -1.561 0.208 -0.18
O -0.855 -2.807 0.359 0.12
C -0.886 -0.341 0.334 -0.14
C 0.162 0.594 -0.043 -0.14
C -0.081 1.931 -0.179 0.04
C -1.261 2.490 0.348 -0.08
C -2.207 1.770 0.950 -0.12
C -2.079 0.244 0.985 -0.44
I -4.264 -0.454 0.399 0.71
H 3.324 0.454 -0.094 0.15
H 2.925 -0.209 -1.731 0.12
H 2.391 1.533 -1.162 0.09
H 1.361 -3.343 -0.825 0.17
H 2.792 -2.310 -0.983 0.16
H -1.689 -2.901 0.849 0.14
H 0.655 2.532 -0.706 0.12
H -1.384 3.565 0.164 0.13
H -3.109 2.240 1.307 0.09
H -2.138 -0.079 1.949 0.05
```

Computed properties:
Gap between HOMO and LUMO = 6.96 eV
Multiplicity = 1
Charge = +1



Record 5
The following is a DFT calculation (wB97M-V/def2-TZVPD) of C2H7O3PSi as an isolated structure in a non-equilibrium geometry.

The geometry in XYZ format:
```
14
Properties=species:S:1:pos:R:3:lowdin_charge:R:1
C 0.205 0.791 -1.603 -0.28
C 1.991 -0.091 0.727 -0.27
O -0.766 -0.865 0.607 -0.55
O -3.669 -0.181 0.536 -0.64
O -3.115 -2.555 0.787 -0.63
Si 0.214 0.317 0.259 0.18
P -2.897 -1.193 1.332 0.25
H 1.267 0.986 -2.072 0.02
H -0.333 -0.001 -2.262 0.03
H -0.247 1.751 -1.764 -0.05
H 2.530 -0.917 0.296 -0.01
H 2.713 0.683 0.684 -0.03
H 1.931 -0.553 1.710 0.00
H 0.177 1.829 0.761 -0.03
```

Computed properties:
Gap between HOMO and LUMO = 5.12 eV
Multiplicity = 1
Charge = -2



Record 6
The following is a DFT calculation (wB97M-V/def2-TZVPD) of a 2-piece molecular cluster, C5H8N2O overall in a non-equilibrium geometry.

The geometry in XYZ format:
```
16
Properties=species:S:1:pos:R:3:lowdin_charge:R:1
C -1.825 -0.025 -0.129 -0.03
N -0.457 -0.490 -0.377 -0.08
C 0.237 -0.943 0.579 -0.17
C 0.399 0.306 -1.575 -0.42
C 1.051 1.786 0.595 -0.10
C 0.862 -1.833 1.291 0.08
N 0.970 1.005 1.472 0.10
O 1.511 -0.123 -1.854 -0.07
H -0.397 0.442 -2.334 0.12
H -2.173 0.535 -0.998 0.08
H -2.478 -0.883 0.020 0.09
H -1.871 0.626 0.745 0.09
H 0.426 1.317 -0.811 0.08
H 1.487 2.701 0.233 0.09
H 1.528 -1.538 2.086 0.06
H 0.732 -2.883 1.058 0.08
```

Computed properties:
Gap between HOMO and LUMO (alpha / beta) = 9.08 / 9.08 eV
Multiplicity = 1
Charge = 0



Record 7
The following is a DFT calculation (wB97M-V/def2-TZVPD) of C42H97CaF12N9O20S4 as an isolated structure in a non-equilibrium geometry.

The geometry in XYZ format:
```
185
Properties=species:S:1:pos:R:3:lowdin_charge:R:1
Ca -0.937 1.267 -3.309 1.48
C -1.392 1.441 1.114 -0.70
F -1.009 1.077 2.281 0.18
F -2.679 1.380 0.988 0.17
F -0.986 2.673 0.949 0.14
S -0.358 0.154 -0.032 0.67
O 0.577 -0.475 0.873 -0.26
O -1.386 -0.736 -0.452 -0.33
N 0.209 1.086 -1.363 -0.45
S 1.479 1.801 -0.804 0.60
O 1.733 3.020 -1.586 -0.30
O 1.493 2.088 0.649 -0.28
C 2.978 0.555 -1.217 -0.60
F 4.219 1.078 -0.937 0.12
F 2.878 -0.546 -0.564 0.17
F 2.967 0.270 -2.529 0.11
C -1.581 4.939 -1.094 -0.54
F -0.499 4.127 -0.927 0.08
F -2.295 5.230 0.029 0.15
F -1.213 6.059 -1.773 0.13
S -2.691 3.970 -2.316 0.71
O -3.195 2.820 -1.576 -0.33
O -3.732 4.927 -2.718 -0.26
N -1.570 3.353 -3.515 -0.48
S -1.644 4.393 -4.713 0.63
O -1.615 5.803 -4.376 -0.25
O -0.750 4.042 -5.830 -0.32
C -3.325 3.848 -5.554 -0.62
F -3.121 2.879 -6.502 0.10
F -4.101 3.234 -4.707 0.11
F -3.948 4.891 -6.106 0.16
C -6.444 -0.566 4.428 -0.08
O -6.358 -0.951 3.024 -0.19
C -4.931 -0.926 2.642 -0.14
C -4.696 -1.467 1.179 -0.09
N -4.881 -0.395 0.176 0.23
C -6.270 0.132 0.191 -0.07
C -6.509 1.069 -1.053 -0.18
O -6.082 0.457 -2.302 -0.20
C -6.323 1.337 -3.483 -0.04
H -5.854 0.297 4.735 0.08
H -6.129 -1.417 5.032 0.09
H -7.443 -0.221 4.691 0.09
H -4.424 -1.614 3.319 0.13
H -4.444 0.044 2.746 0.12
H -5.337 -2.323 0.965 0.14
H -3.675 -1.847 1.220 0.10
H -4.214 0.364 0.182 0.13
H -6.373 0.703 1.114 0.12
H -7.042 -0.636 0.141 0.15
H -5.977 2.021 -1.045 0.11
H -7.540 1.418 -0.987 0.12
H -7.400 1.504 -3.502 0.09
H -6.034 0.836 -4.406 0.09
H -5.856 2.320 -3.418 0.07
C -0.499 -5.212 -4.590 -0.08
O -0.307 -5.648 -3.213 -0.24
C 0.022 -7.006 -2.890 -0.18
C 1.596 -7.240 -2.735 -0.15
N 2.198 -6.649 -1.488 -0.02
C 2.115 -5.190 -1.482 -0.27
C 2.660 -4.554 -0.308 -0.27
O 2.062 -5.113 0.863 -0.18
C 2.615 -4.531 2.088 -0.08
H 0.402 -4.915 -5.128 0.09
H -1.093 -4.301 -4.651 0.06
H -1.219 -5.893 -5.043 0.09
H -0.314 -7.766 -3.595 0.11
H -0.535 -7.339 -2.014 0.11
H 2.047 -6.862 -3.653 0.10
H 2.102 -8.204 -2.794 0.11
H 1.748 -6.950 -0.636 0.10
H 1.136 -4.711 -1.513 0.09
H 2.626 -4.798 -2.361 0.13
H 2.597 -3.466 -0.303 0.11
H 3.737 -4.716 -0.350 0.13
H 1.896 -4.477 2.906 0.07
H 3.090 -3.558 1.960 0.08
H 3.435 -5.156 2.443 0.09
C -6.805 2.987 2.999 -0.10
O -5.382 3.087 2.834 -0.22
C -4.689 3.780 3.876 -0.19
C -3.163 3.890 3.594 -0.19
N -2.285 4.480 4.633 -0.06
C -2.352 3.703 5.905 -0.15
C -1.599 4.545 6.971 -0.29
O -2.452 4.931 7.955 -0.17
C -1.670 5.284 9.157 -0.06
H -7.136 2.778 4.016 0.08
H -7.430 2.501 2.250 0.08
H -7.134 4.023 2.914 0.08
H -5.035 3.332 4.808 0.11
H -5.048 4.806 3.958 0.13
H -3.092 4.437 2.654 0.11
H -2.703 2.952 3.284 0.08
H -1.346 4.627 4.291 0.11
H -2.016 2.682 5.724 0.10
H -3.395 3.637 6.213 0.10
H -1.068 5.420 6.597 0.12
H -0.685 4.075 7.332 0.10
H -0.986 4.470 9.398 0.08
H -2.308 5.225 10.039 0.08
H -1.214 6.274 9.120 0.09
C 8.794 -1.116 -1.262 -0.11
O 7.964 -1.438 -2.362 -0.19
C 7.448 -0.313 -3.081 -0.19
C 6.560 -0.964 -4.210 -0.17
N 5.554 -0.004 -4.751 -0.05
C 6.399 0.995 -5.410 -0.24
C 5.662 2.226 -5.758 -0.24
O 5.002 2.805 -4.635 -0.20
C 4.423 4.062 -4.926 -0.12
H 9.526 -1.867 -0.965 0.09
H 8.193 -0.888 -0.382 0.08
H 9.385 -0.247 -1.552 0.08
H 8.197 0.412 -3.400 0.11
H 6.752 0.298 -2.506 0.11
H 5.996 -1.858 -3.943 0.11
H 7.061 -1.301 -5.117 0.11
H 4.882 0.298 -4.060 0.07
H 6.843 0.525 -6.288 0.13
H 7.242 1.385 -4.839 0.11
H 4.899 2.098 -6.525 0.12
H 6.448 2.874 -6.144 0.13
H 4.235 4.289 -5.976 0.10
H 5.040 4.844 -4.485 0.09
H 3.575 4.252 -4.268 0.08
C 7.673 1.169 5.699 -0.09
O 6.457 0.366 5.757 -0.20
C 5.268 1.048 5.212 -0.20
C 4.279 -0.037 4.673 -0.18
N 2.851 0.359 4.434 -0.03
C 2.055 -0.828 4.363 -0.27
C 0.677 -0.733 5.103 -0.18
O 0.837 -0.673 6.538 -0.19
C -0.386 -0.456 7.265 -0.09
H 8.377 0.515 6.211 0.08
H 7.720 2.130 6.212 0.08
H 7.994 1.268 4.662 0.08
H 5.458 1.739 4.391 0.11
H 4.793 1.771 5.875 0.11
H 4.420 -0.742 5.492 0.11
H 4.662 -0.523 3.776 0.12
H 2.527 0.628 5.352 0.09
H 2.503 -1.785 4.629 0.11
H 1.997 -1.083 3.305 0.10
H 0.527 -1.761 4.770 0.11
H 0.183 0.128 4.654 0.12
H -0.074 -0.663 8.289 0.09
H -1.313 -0.855 6.855 0.08
H -0.601 0.610 7.188 0.06
C -3.498 -5.391 -1.550 -0.04
C -3.147 -4.262 -0.557 -0.41
C -1.885 -4.581 0.307 -0.13
O -1.890 -3.461 1.216 -0.22
C -0.908 -3.446 2.216 -0.10
N -2.966 -3.028 -1.294 0.05
H -2.785 -5.366 -2.373 0.05
H -4.480 -5.274 -2.008 0.08
H -3.391 -6.419 -1.204 0.08
H -3.988 -4.048 0.102 0.11
H -1.015 -4.863 -0.287 0.12
H -2.245 -5.440 0.874 0.12
H -1.038 -4.358 2.798 0.10
H -1.161 -2.744 3.011 0.07
H 0.099 -3.142 1.931 0.08
H -2.441 -2.381 -0.723 0.00
H -2.320 -3.197 -2.051 0.06
C 2.059 1.889 -5.190 -0.03
C 1.206 0.892 -5.883 -0.43
C 1.091 -0.598 -5.311 -0.10
O 0.357 -0.461 -4.097 -0.37
C 0.434 -1.645 -3.353 -0.08
N -0.064 1.377 -5.798 -0.02
H 3.119 1.636 -5.164 0.07
H 1.856 1.993 -4.124 0.07
H 1.940 2.879 -5.631 0.10
H 1.565 0.741 -6.901 0.15
H 2.071 -0.996 -5.049 0.13
H 0.588 -1.242 -6.032 0.13
H 1.400 -1.724 -2.854 0.10
H 0.129 -2.584 -3.815 0.09
H -0.266 -1.501 -2.530 0.06
H -0.047 2.342 -6.094 0.05
H -0.735 0.985 -6.443 0.12
```

Computed properties:
Gap between HOMO and LUMO (alpha / beta) = 7.69 / 4.07 eV
Multiplicity = 2
Charge = +1



Record 8
The following is a DFT calculation (wB97M-V/def2-TZVPD) of one molecule with the formula C7H12.

The geometry in XYZ format:
```
19
Properties=species:S:1:pos:R:3:lowdin_charge:R:1
C -0.253 2.589 0.154 -0.11
C 0.490 1.260 0.020 -0.23
C -0.315 0.042 0.474 -0.28
C -1.138 -0.773 -0.577 -0.10
C -0.333 -2.022 -0.218 -0.22
C 1.131 -1.786 -0.422 -0.09
C 0.467 -1.233 0.802 -0.20
H 0.379 3.428 -0.158 0.07
H -0.547 2.771 1.195 0.07
H -1.164 2.614 -0.457 0.07
H 0.802 1.116 -1.024 0.10
H 1.416 1.299 0.610 0.11
H -0.957 0.323 1.318 0.14
H -1.070 -0.436 -1.621 0.11
H -2.193 -0.861 -0.308 0.11
H -0.741 -3.023 -0.124 0.13
H 1.769 -2.649 -0.244 0.10
H 1.476 -1.125 -1.217 0.10
H 0.780 -1.535 1.797 0.13
```

Computed properties:
Gap between HOMO and LUMO = 10.76 eV
Multiplicity = 1
Charge = 0



Record 9
The following is a DFT calculation (wB97M-V/def2-TZVPD) of an isolated ion of composition ClH3O3P and charge +1 in a non-equilibrium geometry.

The geometry in XYZ format:
```
8
Properties=species:S:1:pos:R:3:lowdin_charge:R:1
O -0.446 -1.002 -1.128 -0.04
O 0.080 1.485 -0.162 -0.13
O -0.446 -0.778 1.327 -0.08
P -0.863 -0.059 0.022 0.29
Cl -2.746 0.160 0.165 0.66
H -0.783 -0.935 -2.000 0.11
H -0.258 2.258 0.279 0.07
H 0.225 -0.269 1.792 0.12
```

Computed properties:
Gap between HOMO and LUMO = 13.24 eV
Multiplicity = 1
Charge = +1



Record 10
The following is a DFT calculation (wB97M-V/def2-TZVPD) of CHNO3S as an isolated structure in a non-equilibrium geometry.

The geometry in XYZ format:
```
7
Properties=species:S:1:pos:R:3:lowdin_charge:R:1
C 1.306 -0.710 0.655 -0.79
N 2.430 -0.777 0.426 0.03
O 1.166 2.515 1.032 -0.46
O 0.157 -0.425 0.880 -0.14
O -0.443 1.318 2.494 -0.48
S 0.908 1.382 1.938 0.85
H -5.524 -3.303 -7.426 -1.00
```

Computed properties:
Gap between HOMO and LUMO = 2.83 eV
Multiplicity = 1
Charge = -2



Energy values (in eV) by entry order: -9355.832; -6788.016; -26325.875; -22615.355; -25497.277; -10337.294; -193854.290; -7452.059; -27996.897; -19517.917.
ΔE to the lowest compared entry with this formula, charge and spin values (in kcal per mole) by entry order: 198.43; 11.45; 12.13; 30.83; 4.07; 125.26; 24.47; 31.65; 18.60; 40.03.